(1)
ORCA calculation (ωB97M-V/def2-TZVPD) on a structure of composition C25H30AsCl2CrGeN4O2S at a distorted geometry.

The value obtained for the HOMO energy (alpha / beta) is -3.766 / -4.236 eV. Its molecular weight is 721.042 g mol⁻¹. The multiplicity is 5. Its LUMO energy (alpha / beta) is 2.38 / 2.27 eV. Its expectation value of S² is 6.020. The value obtained for the maximum force is 2.4 eV/Å. Its total charge is -1.

Structure (XYZ):
```
67
C25H30AsCl2CrGeN4O2S | the OMol25 dataset | ωB97M-V/def2-TZVPD
Cr 0.65 0.22 -1.40
Cl -3.39 1.56 -6.83
C -2.49 1.70 -5.35
C -1.82 0.59 -4.86
C -1.08 0.68 -3.69
N -0.28 -0.29 -3.10
C -0.05 -1.49 -3.63
O -0.59 -2.05 -4.59
C 1.05 -2.18 -2.87
C 1.56 -3.38 -3.32
C 2.59 -3.99 -2.63
C 3.06 -3.35 -1.49
C 2.51 -2.15 -1.10
N 1.52 -1.54 -1.78
C -1.03 1.91 -2.98
C -1.71 3.02 -3.48
C -2.43 2.91 -4.66
Cl -3.28 4.31 -5.25
N -0.33 1.87 -1.80
C 0.04 3.06 -1.19
O 0.84 3.84 -1.67
C -0.67 3.41 0.08
C -0.24 4.53 0.81
C -0.89 4.84 1.98
C -1.97 4.06 2.38
C -2.36 3.02 1.55
N -1.73 2.69 0.43
H -1.86 -0.35 -5.40
H 1.12 -3.81 -4.21
H 3.01 -4.93 -2.96
H 3.85 -3.79 -0.89
H 2.85 -1.62 -0.22
H -1.65 3.97 -2.97
H 0.60 5.09 0.44
H -0.55 5.67 2.59
H -2.51 4.27 3.30
H -3.23 2.42 1.80
C -1.86 -2.78 -0.93
As -0.76 -2.08 0.53
C 0.04 -3.82 1.01
C -2.24 -2.11 1.86
S 1.99 0.63 0.50
H -2.50 -3.60 -0.58
H -1.23 -3.16 -1.73
H -2.49 -1.99 -1.34
H -0.73 -4.55 1.27
H 0.73 -3.72 1.84
H 0.59 -4.18 0.14
H -2.78 -3.05 1.82
H -2.93 -1.30 1.62
H -1.87 -1.95 2.87
C 2.52 -1.59 3.33
Ge 1.69 0.18 3.58
C 3.05 1.48 4.17
C 0.28 0.10 4.97
C 0.87 0.83 1.92
H 3.16 -1.84 4.18
H 3.12 -1.58 2.42
H 1.75 -2.36 3.24
H 3.47 1.19 5.13
H 2.61 2.47 4.26
H 3.85 1.53 3.43
H 0.66 -0.33 5.90
H -0.57 -0.50 4.63
H -0.08 1.11 5.18
H 0.66 1.89 2.05
H -0.08 0.32 1.72
```

natural (NBO) population analysis, charges in e, atoms 1 to 5:
1 Cr 1.05
2 Cl -0.03
3 C -0.12
4 C -0.25
5 C 0.17

***

(2)
ORCA calculation (ωB97M-V/def2-TZVPD) on a structure of composition C24H72N14O10P4Sr at a distorted geometry.

The value obtained for the HOMO energy is -8.151 eV. Its molecular weight is 928.444 g mol⁻¹. Its LUMO energy is 0.66 eV. As for the relative energy (zero: lowest compared OMol25 entry of this formula, charge and spin): 0.1284 eV. The value obtained for the maximum force is 2.5 eV/Å. Its total charge is 0.

Structure (XYZ):
```
125
C24H72N14O10P4Sr | the OMol25 dataset | ωB97M-V/def2-TZVPD
Sr 0.08 0.02 -0.03
N 2.54 1.21 1.34
O 3.46 1.78 1.91
O 2.42 -0.05 1.35
O 1.64 1.83 0.73
N -2.25 -1.46 -1.86
O -1.17 -1.21 -2.46
O -3.10 -2.20 -2.39
O -2.38 -0.97 -0.72
O 0.07 -2.07 1.38
P 0.00 -3.54 1.55
N -1.53 -4.08 2.02
C -1.87 -5.49 2.23
C -2.54 -3.11 2.42
N 1.03 -4.21 2.70
C 0.58 -4.23 4.08
C 2.42 -3.78 2.56
N 0.39 -4.40 0.16
C 0.55 -5.85 0.09
C 0.07 -3.82 -1.13
H -2.50 -5.83 1.40
H -2.53 -5.51 3.10
H -1.02 -6.14 2.39
H -3.52 -3.54 2.63
H -2.67 -2.37 1.62
H -2.25 -2.51 3.29
H -0.40 -4.63 4.32
H 1.20 -4.95 4.63
H 0.72 -3.24 4.53
H 3.04 -4.38 3.23
H 2.80 -3.96 1.55
H 2.58 -2.70 2.69
H -0.46 -6.25 -0.07
H 1.25 -6.12 -0.69
H 0.84 -6.26 1.05
H 0.83 -4.21 -1.83
H 0.16 -2.74 -1.20
H -0.87 -4.22 -1.53
O -0.84 1.94 -1.24
P -1.17 3.15 -2.04
N -1.54 4.47 -1.05
C -1.14 4.34 0.36
C -1.85 5.79 -1.56
N -2.53 2.99 -3.00
C -2.81 3.72 -4.21
C -3.54 2.04 -2.57
N 0.07 3.61 -3.07
C 1.11 4.53 -2.58
C 0.38 2.83 -4.26
H -1.59 3.44 0.78
H -1.33 5.25 0.93
H -0.05 4.25 0.44
H -1.03 6.48 -1.35
H -2.72 6.20 -1.03
H -2.17 5.74 -2.60
H -3.08 3.03 -5.03
H -3.68 4.37 -4.08
H -1.94 4.24 -4.61
H -4.31 2.51 -1.93
H -4.02 1.58 -3.43
H -3.15 1.26 -1.92
H 0.75 5.53 -2.35
H 1.61 4.05 -1.73
H 1.86 4.67 -3.36
H -0.35 3.03 -5.05
H 0.31 1.76 -4.02
H 1.35 3.00 -4.72
O -1.27 0.66 1.94
P -2.12 1.09 3.08
N -1.78 2.67 3.53
C -0.38 3.14 3.40
C -2.58 3.54 4.36
N -1.94 0.16 4.46
C -2.85 0.28 5.60
C -0.72 -0.62 4.68
N -3.79 1.11 2.83
C -4.28 2.11 1.88
C -4.54 -0.12 2.80
H -0.42 4.04 2.79
H 0.28 2.38 2.99
H -0.08 3.47 4.40
H -3.64 3.53 4.12
H -2.28 4.58 4.24
H -2.55 3.27 5.42
H -3.38 1.23 5.55
H -3.57 -0.55 5.62
H -2.29 0.19 6.53
H 0.17 -0.04 4.43
H -0.63 -0.97 5.70
H -0.77 -1.55 4.10
H -5.36 2.15 1.86
H -3.98 3.13 2.16
H -3.80 1.91 0.91
H -5.61 0.08 2.78
H -4.36 -0.80 3.64
H -4.27 -0.76 1.95
O 1.98 -0.34 -1.79
P 3.26 -0.58 -2.51
N 3.12 -1.25 -4.04
C 2.50 -0.41 -5.09
C 2.87 -2.66 -4.28
N 4.22 -1.69 -1.68
C 3.56 -2.60 -0.75
C 5.47 -2.16 -2.25
N 4.18 0.79 -2.77
C 4.14 1.83 -1.74
C 5.27 0.93 -3.72
H 2.80 -0.75 -6.08
H 2.78 0.64 -4.99
H 1.42 -0.49 -4.98
H 2.77 -2.85 -5.35
H 1.91 -2.96 -3.83
H 3.69 -3.27 -3.91
H 2.67 -3.07 -1.19
H 4.24 -3.36 -0.38
H 3.18 -2.05 0.12
H 6.04 -1.30 -2.58
H 6.11 -2.53 -1.45
H 5.41 -2.94 -3.02
H 3.13 1.92 -1.34
H 4.76 1.52 -0.90
H 4.38 2.80 -2.17
H 6.26 0.90 -3.23
H 5.21 1.91 -4.20
H 5.34 0.07 -4.39
```

Mulliken population analysis, charges in e, atoms 1 to 5:
1 Sr 0.67
2 N 0.37
3 O -0.75
4 O -0.34
5 O -0.11

***

(3)
ORCA calculation (ωB97M-V/def2-TZVPD) on a structure of composition C12H24AsF5MoO2SbTe at a distorted geometry.

The value obtained for the HOMO energy (alpha / beta) is -17.826 / -17.825 eV. Its molecular weight is 715.534 g mol⁻¹. Its LUMO energy (alpha / beta) is -11.18 / -11.18 eV. As for the relative energy (zero: lowest compared OMol25 entry of this formula, charge and spin): 4.2777 eV. The value obtained for the maximum force is 1.3 eV/Å. Its total charge is +3.

Structure (XYZ):
```
47
C12H24AsF5MoO2SbTe | the OMol25 dataset | ωB97M-V/def2-TZVPD
Mo 0.00 -0.86 -0.18
C -0.91 -2.09 -2.06
C 0.42 -2.58 -2.02
C 0.68 -3.86 -1.53
C -0.37 -4.67 -1.13
C -1.70 -4.21 -1.20
C -1.97 -2.95 -1.67
H -1.14 -1.20 -2.64
H 1.21 -2.03 -2.52
H 1.70 -4.24 -1.50
H -0.17 -5.67 -0.78
H -2.51 -4.87 -0.93
H -2.99 -2.62 -1.79
F -2.26 -0.47 2.57
Te -2.77 -0.43 0.61
F -4.10 0.63 1.24
F -3.28 0.02 -1.13
F -1.50 1.42 1.16
F -3.78 -1.95 0.70
O 0.28 -1.89 1.07
C -2.43 2.35 3.90
Sb -0.80 1.31 3.11
C 0.00 -0.20 4.33
C 0.60 2.75 2.48
H -2.09 2.94 4.75
H -3.19 1.64 4.22
H -2.81 3.01 3.12
H 0.36 0.36 5.19
H 0.82 -0.72 3.84
H -0.81 -0.88 4.59
H 0.82 3.35 3.38
H 0.12 3.38 1.74
H 1.52 2.31 2.12
C 3.86 0.93 -1.56
As 2.11 1.41 -2.13
C 1.79 0.96 -3.95
C 1.68 3.23 -1.77
O 0.97 0.46 -1.19
H 4.57 1.36 -2.26
H 3.96 -0.16 -1.57
H 4.05 1.32 -0.56
H 2.43 1.60 -4.56
H 0.75 1.16 -4.19
H 2.05 -0.08 -4.13
H 2.16 3.84 -2.54
H 2.06 3.52 -0.80
H 0.60 3.37 -1.83
```

Mulliken population analysis, charges in e, atoms 1 to 5:
1 Mo 1.38
2 C -0.55
3 C 0.27
4 C -0.66
5 C -0.44

***

(4)
ORCA calculation (ωB97M-V/def2-TZVPD) on a cluster of 2 separate species, C4H13NO in total at a distorted geometry.

The value obtained for the HOMO energy is -8.493 eV. Its molecular weight is 91.154 g mol⁻¹. Its LUMO energy is 0.80 eV. As for the relative energy (zero: lowest compared OMol25 entry of this formula, charge and spin): 1.9747 eV. The value obtained for the maximum force is 3.2 eV/Å. Its SMILES is CCNCC.O. Its total charge is 0.

Structure (XYZ):
```
19
C4H13NO | the OMol25 dataset | ωB97M-V/def2-TZVPD
C -1.10 1.21 -1.20
C -1.37 -0.31 -1.27
N -0.96 -1.09 -0.09
C 0.48 -1.43 0.00
C 1.18 -0.91 1.27
H -1.86 1.89 -0.81
H -0.84 1.59 -2.20
H -0.38 1.40 -0.43
H -2.47 -0.43 -1.49
H -0.90 -0.81 -2.10
H -1.17 -0.63 0.80
H 0.49 -2.52 0.31
H 1.13 -1.20 -0.86
H 1.75 0.10 1.22
H 0.60 -0.95 2.20
H 2.12 -1.48 1.36
O 1.38 1.92 1.07
H 0.85 2.69 1.25
H 1.33 1.57 0.18
```

natural (NBO) population analysis, charges in e, atoms 1 to 5:
1 C -0.65
2 C -0.22
3 N -0.63
4 C -0.24
5 C -0.65